No. 1
Entry from the OMol25 dataset: a cluster of 2 separate species, C20H20N2O6S in total in a non-equilibrium geometry (the ωB97M-V functional and the def2-TZVPD basis).

Cartesian coordinates (Å):
C (-3.354, -2.428, -2.127)
H (-3.694, -3.273, -1.663)
O (-2.873, -1.290, -1.381)
C (-3.939, -0.782, -0.646)
C (-5.318, -1.241, -0.791)
C (-6.291, -0.444, 0.206)
C (-5.876, 0.537, 1.134)
C (-4.461, 1.011, 0.875)
C (-3.589, 0.319, 0.115)
N (-2.121, 0.513, 0.165)
C (-1.534, 1.649, 0.932)
O (-2.053, 2.319, 1.619)
C (0.067, 1.323, 0.510)
N (0.758, 0.321, 0.697)
C (0.659, -0.797, -0.410)
O (-0.213, -0.879, -1.052)
C (1.741, -1.921, 0.158)
C (2.062, -2.986, -0.421)
C (3.236, -3.543, 0.027)
C (3.710, -3.156, 1.372)
C (3.293, -2.025, 1.777)
C (2.200, -1.213, 1.433)
C (1.700, 0.100, 1.703)
O (1.840, 0.750, 2.765)
H (3.811, -1.490, 2.526)
H (4.624, -3.759, 1.680)
H (3.479, -4.755, -0.366)
H (1.663, -3.104, -1.444)
C (0.207, 2.205, -0.590)
C (1.736, 2.738, -0.743)
H (2.036, 3.397, 0.039)
H (1.766, 3.408, -1.802)
S (2.948, 1.481, -1.078)
O (3.474, 0.888, 0.125)
O (2.303, 0.356, -1.924)
C (4.266, 2.469, -2.014)
H (3.849, 2.555, -3.187)
H (4.562, 3.146, -1.222)
H (5.015, 1.600, -2.157)
H (-0.536, 3.200, -0.670)
H (0.181, 1.482, -1.375)
H (0.333, 2.159, 1.692)
H (-1.748, -0.064, -0.465)
H (-4.131, 1.642, 1.658)
H (-6.585, 1.275, 1.513)
H (-7.128, -0.678, 0.116)
H (-5.629, -1.969, -1.224)
H (-3.973, -2.235, -2.944)
H (-2.452, -2.661, -2.786)

Calculated values
Energy above the lowest of the compared OMol25 structures with the same formula, charge and spin: 1669.41 kJ/mol
HOMO level: -8.1 eV
Lowest unoccupied orbital energy: -0.0187 hartree
HOMO-LUMO gap: 7.560 eV



No. 2
Entry from the OMol25 dataset: a structure of composition C20H20N7PdS2 in a non-equilibrium geometry (the ωB97M-V functional and the def2-TZVPD basis).

Cartesian coordinates (Å):
Pd (-0.192, 1.442, -0.184)
C (3.652, -1.299, -4.457)
C (3.814, -0.067, -3.658)
N (2.527, 0.721, -3.448)
C (1.887, 1.097, -2.341)
S (0.403, 1.966, -2.438)
N (2.566, 0.626, -1.195)
N (1.842, 0.813, -0.085)
C (2.399, 0.544, 1.117)
C (3.701, -0.112, 1.282)
C (1.478, 0.777, 2.233)
C (1.906, 0.681, 3.536)
C (0.953, 0.728, 4.589)
C (-0.370, 0.904, 4.279)
C (-0.730, 1.134, 2.956)
N (0.155, 1.106, 1.970)
H (4.610, -1.754, -4.537)
H (3.362, -1.100, -5.500)
H (2.963, -2.025, -4.021)
H (4.528, 0.641, -4.112)
H (4.170, -0.292, -2.654)
H (2.030, 0.947, -4.297)
H (4.254, -0.183, 0.364)
H (3.558, -1.142, 1.674)
H (4.362, 0.347, 2.022)
H (2.952, 0.455, 3.790)
H (1.282, 0.607, 5.655)
H (-1.076, 0.873, 5.103)
H (-1.753, 1.355, 2.703)
N (-3.941, -0.462, 0.193)
C (-3.410, -1.703, 0.089)
C (-3.964, -2.961, 0.131)
C (-3.110, -4.039, -0.088)
C (-1.689, -3.809, -0.308)
C (-1.133, -2.552, -0.321)
C (-2.013, -1.424, -0.107)
N (-1.799, -0.134, -0.087)
C (-2.977, 0.468, 0.122)
C (-3.150, 1.886, 0.127)
C (-4.323, 2.626, 0.114)
S (-3.981, 4.273, -0.053)
C (-2.320, 3.912, -0.019)
N (-2.028, 2.649, 0.001)
H (-4.894, -0.278, 0.441)
H (-5.004, -3.047, 0.312)
H (-3.487, -5.029, -0.050)
H (-1.058, -4.677, -0.500)
H (-0.096, -2.373, -0.519)
H (-5.335, 2.243, 0.156)
H (-1.516, 4.640, 0.017)

Calculated values
⟨S²⟩: 6.0800
Net charge: +3
Spin multiplicity: 5
HOMO level (alpha / beta): -16.6 / -17.3 eV
Lowest unoccupied orbital energy (alpha / beta): -0.3498 / -0.4610 hartree
HOMO-LUMO gap (alpha / beta): 7.099 / 4.711 eV



No. 3
Entry from the OMol25 dataset: a cluster of 2 separate species, C20H20NO7S2 in total in a non-equilibrium geometry (the ωB97M-V functional and the def2-TZVPD basis).

Cartesian coordinates (Å):
C (-4.969, -3.077, 0.486)
O (-4.434, -2.254, -0.577)
C (-3.221, -1.671, -0.390)
C (-2.436, -1.845, 0.775)
C (-1.171, -1.287, 0.837)
C (-0.639, -0.530, -0.227)
C (0.722, -0.033, -0.191)
C (1.783, -0.781, 0.211)
S (3.465, -0.173, 0.146)
O (3.618, 0.680, -1.008)
O (3.879, 0.260, 1.460)
C (4.228, -1.770, -0.206)
C (3.407, -2.875, -0.089)
C (3.884, -4.151, -0.371)
C (5.209, -4.305, -0.780)
C (6.039, -3.185, -0.905)
C (5.553, -1.910, -0.617)
S (1.688, -2.566, 0.364)
O (1.510, -2.931, 1.752)
O (0.855, -3.118, -0.676)
C (-1.480, -0.281, -1.337)
C (-2.718, -0.874, -1.447)
H (-5.940, -3.399, 0.110)
H (-4.322, -3.947, 0.670)
H (-5.092, -2.494, 1.410)
H (-2.799, -2.432, 1.620)
H (-0.582, -1.409, 1.742)
H (0.929, 0.973, -0.559)
H (3.211, -4.998, -0.273)
H (5.589, -5.302, -1.001)
H (7.074, -3.306, -1.222)
H (6.176, -1.024, -0.711)
H (-1.107, 0.356, -2.141)
H (-3.331, -0.756, -2.336)
O (-1.846, 3.461, -2.149)
C (-0.756, 3.914, -1.795)
C (-0.699, 4.052, -0.151)
C (-1.403, 5.335, 0.373)
C (-2.349, 4.858, 1.500)
C (-2.269, 3.311, 1.508)
N (-1.362, 2.988, 0.451)
O (0.307, 4.309, -2.286)
H (0.374, 4.064, 0.105)
H (-0.643, 6.032, 0.734)
H (-1.991, 5.788, -0.436)
H (-2.026, 5.257, 2.466)
H (-3.376, 5.169, 1.291)
H (-1.882, 2.958, 2.477)
H (-3.258, 2.850, 1.361)
H (-1.397, 2.066, 0.032)

Calculated values
Net charge: -1
HOMO level: -3.3 eV
Lowest unoccupied orbital energy: 0.0638 hartree
HOMO-LUMO gap: 5.058 eV



No. 4
Entry from the OMol25 dataset: a structure of composition C20H21AsN2O4S2Ti (the ωB97M-V functional and the def2-TZVPD basis).

Cartesian coordinates (Å):
Ti (1.056, -0.544, -0.197)
C (-2.359, 0.692, 1.213)
C (-1.776, 1.125, -0.091)
C (-2.491, 1.972, -0.971)
C (-1.964, 2.339, -2.178)
C (-0.690, 1.861, -2.574)
C (-0.041, 2.109, -3.799)
C (1.182, 1.537, -4.070)
C (1.817, 0.686, -3.148)
C (1.236, 0.437, -1.921)
S (2.790, 0.205, 1.122)
C (-0.021, 1.040, -1.657)
N (-0.570, 0.705, -0.432)
H (-2.715, 1.557, 1.772)
H (-1.640, 0.133, 1.805)
H (-3.226, 0.055, 1.030)
H (-3.469, 2.317, -0.667)
H (-2.522, 2.988, -2.842)
H (-0.520, 2.741, -4.537)
H (1.656, 1.728, -5.023)
H (2.759, 0.224, -3.414)
C (2.789, 4.786, 2.873)
As (2.745, 2.869, 2.949)
C (4.416, 2.183, 3.587)
C (1.298, 2.235, 4.036)
S (2.450, 2.255, 0.854)
H (2.940, 5.168, 3.882)
H (1.847, 5.162, 2.479)
H (3.616, 5.095, 2.236)
H (4.554, 2.536, 4.610)
H (5.217, 2.557, 2.952)
H (4.399, 1.096, 3.575)
H (1.463, 2.558, 5.064)
H (1.277, 1.147, 3.993)
H (0.363, 2.648, 3.661)
O (-0.163, -1.838, 1.090)
C (-0.036, -2.624, 0.118)
O (1.048, -2.409, -0.613)
C (-1.037, -3.596, -0.297)
C (-1.937, -4.107, 0.643)
C (-2.914, -4.997, 0.238)
C (-3.020, -5.350, -1.102)
C (-2.131, -4.809, -2.013)
C (-1.118, -3.953, -1.640)
N (-2.266, -5.148, -3.447)
O (-1.614, -4.483, -4.227)
O (-3.022, -6.044, -3.732)
H (-1.850, -3.813, 1.680)
H (-3.601, -5.418, 0.958)
H (-3.780, -6.037, -1.448)
H (-0.427, -3.576, -2.381)

Calculated values
Net charge: +2
Energy above the lowest of the compared OMol25 structures with the same formula, charge and spin: 190.67 kJ/mol
HOMO level: -14.9 eV
Lowest unoccupied orbital energy: -0.2694 hartree
HOMO-LUMO gap: 7.563 eV



| no. | total energy (eV) |
| --- | --- |
| 1 | -47149.03354 |
| 2 | -56617.48405 |
| 3 | -58555.99942 |
| 4 | -137860.27533 |